{"formula": "C6H16S4", "method": "ωB97M-V/def2-TZVPD", "elements": ["S", "S", "S", "S", "C", "C", "C", "C", "C", "C", "H", "H", "H", "H", "H", "H", "H", "H", "H", "H", "H", "H", "H", "H", "H", "H"], "coordinates": [[-7.536, -8.897, 7.761], [-4.655, -6.896, 9.081], [-6.049, -5.970, 7.922], [-7.441, -11.010, 7.661], [-8.968, -11.776, 6.975], [-8.730, -13.152, 6.487], [-8.037, -8.603, 9.444], [-5.346, -6.641, 10.690], [-3.913, -4.186, 7.429], [-5.369, -4.297, 7.967], [-3.349, -4.753, 8.189], [-4.665, -6.981, 11.488], [-5.601, -5.584, 10.872], [-8.324, -13.884, 7.206], [-8.203, -7.518, 9.552], [-3.533, -3.151, 7.409], [-9.799, -11.726, 7.704], [-9.733, -13.487, 6.173], [-3.734, -4.646, 6.443], [-6.271, -7.240, 10.739], [-9.012, -9.116, 9.504], [-5.948, -3.591, 7.342], [-7.407, -8.947, 10.282], [-8.074, -13.127, 5.601], [-5.431, -3.949, 9.016], [-9.212, -11.092, 6.139]], "e_tot_ev": -49822.1956, "homo_lumo_gap_ev": 9.278, "homo_energy_ev": -8.5, "multiplicity": 1, "e_above_lowest_kcal_mol": 6.2, "smiles": "CCSSC.CCSSC", "e_lumo_ev": 0.78, "total_charge": 0}

***

{"formula": "C75H163N9O11", "method": "ωB97M-V/def2-TZVPD", "elements": ["O", "O", "O", "O", "O", "O", "O", "O", "O", "O", "O", "N", "N", "N", "N", "N", "N", "N", "N", "N", "C", "C", "C", "C", "C", "C", "C", "C", "C", "C", "C", "C", "C", "C", "C", "C", "C", "C", "C", "C", "C", "C", "C", "C", "C", "C", "C", "C", "C", "C", "C", "C", "C", "C", "C", "C", "C", "C", "C", "C", "C", "C", "C", "C", "C", "C", "C", "C", "C", "C", "C", "C", "C", "C", "C", "C", "C", "C", "C", "C", "C", "C", "C", "C", "C", "C", "C", "C", "C", "C", "C", "C", "C", "C", "C", "H", "H", "H", "H", "H", "H", "H", "H", "H", "H", "H", "H", "H", "H", "H", "H", "H", "H", "H", "H", "H", "H", "H", "H", "H", "H", "H", "H", "H", "H", "H", "H", "H", "H", "H", "H", "H", "H", "H", "H", "H", "H", "H", "H", "H", "H", "H", "H", "H", "H", "H", "H", "H", "H", "H", "H", "H", "H", "H", "H", "H", "H", "H", "H", "H", "H", "H", "H", "H", "H", "H", "H", "H", "H", "H", "H", "H", "H", "H", "H", "H", "H", "H", "H", "H", "H", "H", "H", "H", "H", "H", "H", "H", "H", "H", "H", "H", "H", "H", "H", "H", "H", "H", "H", "H", "H", "H", "H", "H", "H", "H", "H", "H", "H", "H", "H", "H", "H", "H", "H", "H", "H", "H", "H", "H", "H", "H", "H", "H", "H", "H", "H", "H", "H", "H", "H", "H", "H", "H", "H", "H", "H", "H", "H", "H", "H", "H", "H", "H", "H", "H", "H", "H", "H", "H", "H", "H", "H", "H", "H", "H", "H", "H"], "coordinates": [[0.659, 10.530, -2.258], [2.958, 12.038, 8.704], [-3.912, 3.753, -7.634], [2.255, 9.889, -5.592], [-4.733, 8.731, -7.258], [11.256, -6.778, -3.757], [6.282, -2.690, -12.136], [-10.695, -1.469, 10.948], [-0.645, -1.049, -1.197], [-5.942, -9.142, 1.791], [-0.439, -10.183, 5.790], [0.980, 8.149, -3.746], [-5.240, 5.986, -6.286], [-6.581, -8.065, 1.198], [2.957, 10.809, 7.985], [0.197, -0.897, -0.094], [-11.060, -0.171, 10.741], [1.021, -9.952, 5.554], [5.698, -1.448, -12.202], [11.260, -5.408, -3.428], [-11.436, 2.194, 11.703], [-8.888, -8.720, 1.852], [-5.121, 9.129, -8.551], [-6.350, 6.931, -6.631], [12.402, -4.580, -3.844], [-6.483, -8.012, -0.327], [4.710, 0.274, -13.537], [5.924, -1.548, -14.657], [4.946, -1.241, -13.461], [0.771, -7.555, 6.354], [0.890, 9.980, 9.237], [-0.304, 9.518, -2.082], [9.198, -5.677, -2.131], [2.066, -2.173, -1.174], [-11.352, 1.840, 9.289], [-11.015, 2.870, 10.392], [3.945, -1.744, -10.438], [3.748, -9.377, 4.429], [12.457, -4.671, -5.398], [2.476, -0.652, 0.829], [3.189, 9.587, 10.135], [13.719, -5.102, -3.163], [1.623, -0.836, -0.446], [-9.321, 1.045, 12.213], [4.962, 0.540, -11.134], [-10.920, 0.333, 9.326], [2.894, 9.424, 5.865], [2.144, 8.327, 6.618], [-9.515, 0.146, 8.796], [-7.806, -7.636, 1.967], [-7.449, -7.423, 3.472], [0.951, 7.843, -5.232], [-10.805, 0.751, 11.871], [2.965, -8.338, 5.269], [-8.493, -6.196, -0.185], [2.780, 10.888, 6.503], [4.126, 0.999, -12.305], [2.022, 0.365, 1.905], [-2.850, 2.917, -7.677], [0.180, 11.732, -2.991], [2.604, 10.911, -6.541], [2.001, 0.340, -1.392], [-11.966, -0.479, 8.426], [0.840, -8.070, 3.951], [6.299, -1.075, -9.798], [-7.135, -6.697, -0.808], [-4.972, -7.969, -0.725], [-8.306, -6.229, 1.348], [-5.827, 8.380, -6.382], [-5.754, 4.623, -6.325], [2.371, 9.709, 8.809], [-0.573, 1.381, 0.537], [11.355, -5.757, -0.944], [1.381, -8.549, 5.294], [0.578, -0.024, 2.219], [-4.590, 3.673, -6.409], [3.314, -10.793, 4.892], [5.225, -0.991, -10.921], [1.301, -11.445, 3.396], [-1.633, -0.804, 1.409], [1.727, -11.094, 4.864], [10.478, -3.574, -1.907], [10.606, -5.105, -2.172], [-0.381, -0.058, 0.985], [-11.553, 0.157, 13.121], [1.434, 11.500, 6.128], [2.524, 8.352, 8.071], [12.208, -3.038, -3.567], [1.029, 9.193, -5.978], [3.618, -1.960, -13.608], [1.615, -12.376, 5.697], [-0.326, 8.620, -3.291], [11.707, -2.777, -2.186], [3.982, 11.703, 5.926], [-7.272, -9.181, -0.899], [-4.414, -7.147, -0.277], [4.150, 12.649, 6.441], [3.194, -7.371, 4.819], [-5.531, 8.452, -5.335], [1.442, -8.495, 3.147], [0.490, -0.940, 2.803], [-7.303, -6.753, -1.883], [-2.157, -0.281, 2.210], [-0.199, -8.337, 3.761], [-0.356, -10.567, 6.666], [2.954, 0.187, -1.898], [-6.759, 6.893, -7.641], [-9.163, 1.911, 12.857], [4.820, -9.195, 4.498], [4.209, 9.230, 9.994], [-5.701, 8.415, -9.136], [6.592, -0.714, -14.872], [2.843, 8.731, 10.715], [-6.714, 9.011, -6.442], [-6.594, -6.748, 3.472], [-6.441, -5.857, -0.826], [12.932, -5.601, -5.712], [0.883, 10.959, 9.716], [-8.425, -9.704, 1.787], [-9.542, -8.762, 2.723], [-2.394, -0.845, 0.629], [-0.791, 1.995, 1.411], [5.890, 1.094, -11.276], [3.944, 9.205, 5.670], [-12.505, 2.057, 11.541], [0.255, 0.726, 2.940], [0.054, 7.283, -5.498], [0.110, 10.016, 8.476], [2.809, -1.483, -13.055], [0.613, 9.279, 10.024], [1.348, 11.633, 5.050], [2.176, 7.342, 6.153], [-0.778, 11.998, -2.543], [-12.561, -0.115, 12.806], [0.128, 9.778, -5.791], [1.560, 8.958, -3.573], [3.441, -8.420, 6.246], [14.131, -6.030, -3.559], [4.485, 1.004, -10.271], [-6.403, 4.450, -7.183], [-8.919, 0.136, 12.661], [3.092, 0.687, -12.157], [14.537, -4.384, -3.215], [11.447, -2.545, -4.171], [-4.550, 6.085, -7.017], [3.647, -10.999, 5.909], [1.513, 12.502, 6.548], [9.821, -3.074, -2.619], [3.028, -1.414, -10.926], [1.553, -2.406, -2.107], [3.568, 8.041, 8.121], [4.893, 11.106, 5.903], [-7.200, 6.713, -5.984], [10.097, -3.386, -0.904], [2.292, -13.223, 5.588], [-0.141, 8.900, -1.200], [2.017, 7.548, 8.604], [2.927, 10.491, -7.493], [0.016, 11.476, -4.038], [1.574, -12.464, 3.121], [9.216, -6.712, -1.788], [-3.965, 3.833, -5.530], [-11.110, -0.758, 13.515], [-1.483, -1.848, 1.683], [4.182, -2.807, -10.460], [10.698, -6.806, -4.538], [-12.416, 1.869, 9.055], [-10.935, 2.210, 8.352], [3.597, -9.324, 3.351], [3.840, -11.576, 4.346], [-8.295, -9.313, -0.548], [-7.805, -5.334, 1.717], [0.932, 12.519, -2.944], [-8.632, 1.255, 11.395], [3.876, 12.174, 8.949], [5.890, -0.561, -8.929], [1.089, 8.575, 6.507], [7.243, -0.634, -10.118], [-11.984, -0.068, 7.416], [-6.660, -10.059, -0.692], [-9.395, 0.355, 7.733], [1.822, -10.707, 2.787], [3.731, 11.949, 4.895], [1.358, 0.438, -2.267], [0.828, -6.540, 5.960], [4.158, 2.085, -12.397], [-0.990, -1.912, -0.955], [3.238, -1.982, -14.629], [10.690, -5.942, -0.101], [12.575, -2.938, -1.547], [-11.511, -1.969, 10.875], [0.978, 9.004, -7.050], [-11.769, -1.549, 8.372], [2.520, 9.395, 4.841], [6.465, -2.494, -14.649], [-5.610, 10.101, -8.611], [0.221, -11.407, 3.254], [8.683, -5.651, -3.091], [2.128, 1.375, 1.508], [-9.287, -6.831, -0.579], [-2.106, 3.302, -6.981], [-4.740, -7.992, -1.790], [-8.728, -5.208, -0.582], [2.748, 0.306, 2.716], [1.180, -7.499, 7.363], [-9.348, -6.180, 1.662], [3.982, 0.503, -14.315], [3.712, -1.518, -9.397], [-8.713, 0.671, 9.316], [3.084, 10.467, 10.770], [2.795, -1.612, 1.234], [2.138, 1.325, -0.947], [11.483, -4.599, -5.882], [6.583, -2.086, -9.507], [-7.059, -8.296, 3.994], [-2.447, 3.008, -8.686], [13.529, -5.345, -2.117], [-9.939, 2.950, 10.549], [0.621, 10.911, 6.553], [-11.764, 0.853, 13.933], [-11.507, 3.842, 10.419], [5.621, 0.855, -13.680], [-4.834, 2.614, -6.320], [3.540, 11.420, -6.309], [-9.357, -0.932, 8.794], [1.724, 7.147, -5.556], [-4.512, -8.860, -0.297], [0.604, -12.746, 5.526], [-1.348, 1.523, -0.217], [11.792, -6.729, -1.174], [3.753, -2.974, -13.231], [-8.202, -6.878, 4.043], [-7.382, -9.097, -1.981], [-9.473, -8.632, 0.936], [-0.974, 7.776, -3.057], [-1.247, 9.982, -1.793], [0.312, 1.841, 0.096], [-0.314, -7.662, 6.348], [-6.298, 4.513, -5.387], [1.884, 11.718, -6.672], [1.567, -12.246, 6.778], [11.418, -1.755, -1.943], [8.617, -5.160, -1.368], [-5.238, -8.787, 2.340], [-11.359, 2.879, 12.547], [13.053, -3.818, -5.722], [-4.237, 9.245, -9.178], [5.316, -1.557, -15.562], [-0.892, 9.171, -4.042], [13.136, -2.470, -3.627], [12.132, -5.156, -0.472], [0.883, -7.001, 3.743], [1.843, -3.043, -0.556], [-3.051, 1.866, -7.469], [-12.946, -0.322, 8.877], [7.176, -2.440, -12.380], [3.122, -2.248, -1.432], [3.451, -0.223, 0.597]], "e_tot_ev": -116334.2848, "homo_lumo_gap_ev": 8.269, "homo_energy_ev": -7.9, "multiplicity": 1, "e_above_lowest_kcal_mol": 156.0, "smiles": "CC1(C)CCCC(C)(C)N1O.CC1(C)CCCC(C)(C)N1O.CC1(C)CCCC(C)(C)N1O.CC1(C)CCCC(C)(C)N1O.CC1(C)CCCC(C)(C)N1O.CC1(C)CCCC(C)(C)N1O.CC1(C)CCCC(C)(C)N1O.COCCNCCOC.COCCNCCOC", "e_lumo_ev": 0.38, "total_charge": 0}

***

{"formula": "C4H9NO2", "method": "ωB97M-V/def2-TZVPD", "elements": ["O", "O", "N", "C", "C", "C", "C", "H", "H", "H", "H", "H", "H", "H", "H", "H"], "coordinates": [[0.718, -1.643, -1.189], [-0.862, 1.229, -2.243], [-0.164, 0.577, -1.235], [-2.170, 0.684, -2.355], [1.953, -0.314, 1.760], [0.257, -0.578, -1.331], [0.477, -0.173, 2.126], [-2.131, -0.330, -2.776], [-2.706, 1.347, -3.036], [2.396, 0.660, 1.525], [-2.671, 0.661, -1.381], [0.349, 0.401, 3.050], [-0.078, 0.344, 1.337], [2.092, -0.965, 0.890], [2.529, -0.746, 2.584], [0.010, -1.153, 2.274]], "e_tot_ev": -9876.2620, "homo_lumo_gap_ev": 10.641, "homo_energy_ev": -10.2, "multiplicity": 1, "e_above_lowest_kcal_mol": 87.6, "smiles": "CON=C=O.CC", "e_lumo_ev": 0.40, "total_charge": 0}